Entry 1:
This record from the Open Molecules 2025 dataset describes a molecular structure, C21H43AlF11N10O22 at a distorted geometry. The level of theory is ωB97M-V/def2-TZVPD.

As for the HOMO energy: -0.13484 hartree. Its total charge is -1. The value obtained for the lowest unoccupied orbital energy is 1.4 eV.

XYZ file:
```
108
Properties=species:S:1:pos:R:3:forces:R:3:lowdin_charge:R:1
C 2.540 -0.693 3.174 -0.4201 0.8806 -0.2002 -0.129
C 1.695 0.348 3.392 -0.2212 -0.4884 1.6943 -0.233
Al -0.284 -0.007 3.335 0.1962 -0.0264 0.3905 0.344
C -0.744 -0.379 1.390 -0.6052 -0.1569 0.1820 -0.213
C -0.575 -1.872 1.063 0.3324 0.3364 0.7027 -0.258
O 0.400 -2.118 0.026 -0.2846 0.2261 0.0195 -0.104
C -0.035 -1.577 -1.174 0.0496 -0.1440 -0.1930 -0.149
C 1.102 -0.776 -1.807 -0.0262 -1.2357 0.1640 -0.417
F 1.383 0.363 -1.138 -0.0760 0.3082 -0.1691 0.137
F 2.223 -1.538 -1.756 0.0556 0.0046 -0.1425 0.133
C 0.881 -0.444 -3.302 1.0144 0.8340 -0.0650 -0.348
F 2.102 -0.269 -3.877 -0.0795 0.0560 -0.0579 0.130
F 0.310 -1.469 -3.959 -0.3742 -0.0933 0.1529 0.135
C 0.101 0.874 -3.578 -0.8125 0.0154 -0.1139 -0.366
F -0.375 0.801 -4.848 0.0689 0.0244 -0.0722 0.130
F 0.916 1.938 -3.527 0.3078 -0.1153 0.2103 0.144
C -1.092 1.133 -2.634 -0.2373 0.1592 0.0969 -0.283
F -2.083 0.278 -2.991 0.0315 -0.1748 0.0908 0.098
F -1.551 2.388 -2.811 0.0848 0.0663 -0.2680 0.102
C -1.381 1.588 4.048 0.8424 -0.7457 0.1694 -0.206
O -1.973 2.412 2.993 -0.3438 0.3036 0.3320 -0.031
C -2.386 3.624 3.328 -0.1506 -0.6907 -0.4900 -0.746
F -1.417 4.553 3.219 0.0765 0.2367 0.2648 0.140
F -3.364 4.008 2.470 0.0009 0.1183 -0.0220 0.115
F -2.906 3.718 4.565 0.0825 0.1878 0.0855 0.133
H 2.450 -1.570 3.807 -0.7497 -0.8384 -1.0679 0.021
H 3.251 -0.686 2.347 1.1438 0.2498 0.8931 0.031
H 2.079 1.367 3.517 0.0786 0.2728 -1.9541 0.022
H -0.744 -1.318 4.155 -0.0409 0.0610 0.1507 -0.030
H -0.207 0.250 0.678 0.1195 0.0423 0.0859 0.038
H -1.809 -0.130 1.302 -0.0278 0.1781 -0.1489 0.050
H -0.206 -2.398 1.940 0.2290 -0.2325 -0.1134 0.066
H -1.520 -2.361 0.800 -0.0471 0.0097 -0.1752 0.112
H -0.907 -0.936 -1.041 0.0015 0.0573 0.0382 0.112
H -0.329 -2.374 -1.864 0.1124 -0.0170 -0.1415 0.143
H -0.857 1.013 -1.578 0.0885 -0.0563 0.0263 0.153
H -2.142 1.187 4.722 -0.4147 0.2612 -0.1993 0.048
H -0.704 2.180 4.672 -0.0092 0.3300 -0.1702 0.048
C 0.561 -2.532 -7.113 -0.0072 0.1755 -0.0369 0.054
N 1.505 -3.466 -7.784 -0.0203 0.0662 -0.0163 -0.448
O 2.071 -3.083 -8.785 0.0136 -0.0213 -0.0248 0.069
O 1.645 -4.562 -7.281 -0.0154 -0.0865 -0.0024 0.050
H 0.541 -1.605 -7.673 0.0391 -0.0168 -0.0409 0.097
H -0.415 -3.008 -7.103 0.0250 -0.0601 0.0904 0.105
H 0.922 -2.370 -6.102 -0.0378 -0.0921 0.0345 0.085
C -0.806 1.467 7.824 -0.0685 0.0944 -0.0949 0.044
N 0.203 0.419 7.520 0.0750 -0.0856 -0.1296 -0.433
O 0.979 0.625 6.622 0.0817 0.0592 0.0658 0.087
O 0.177 -0.589 8.208 -0.0620 0.0237 0.1560 0.028
H -0.661 2.291 7.135 0.0180 -0.0347 -0.0480 0.087
H -1.787 1.019 7.696 0.0028 -0.0330 0.0494 0.102
H -0.651 1.777 8.853 -0.0384 -0.0783 0.0314 0.093
C -0.145 -6.094 4.335 0.0176 -0.0421 0.2834 0.012
N -0.032 -4.645 4.006 -0.1797 -0.1317 0.0062 -0.436
O -1.052 -4.053 3.747 0.0392 -0.0335 -0.0754 0.043
O 1.086 -4.169 4.031 0.0418 0.0047 -0.0012 0.052
H -1.186 -6.375 4.279 -0.0342 0.0228 0.0253 0.078
H 0.451 -6.645 3.615 0.0688 0.0435 0.0054 0.089
H 0.240 -6.225 5.342 0.0714 0.0064 -0.0274 0.085
C -3.574 6.093 -0.170 -0.0891 -0.1198 0.0416 0.044
N -3.445 7.506 -0.619 0.0003 -0.1666 0.0518 -0.453
O -4.439 8.061 -1.044 -0.0014 0.0606 -0.0670 0.048
O -2.349 8.016 -0.531 -0.0151 0.1166 0.0612 0.048
H -4.602 5.783 -0.310 -0.0318 0.0689 -0.0099 0.096
H -2.897 5.496 -0.776 0.0280 0.0701 0.1257 0.076
H -3.290 6.050 0.877 0.0950 0.0025 -0.0096 0.092
C 2.687 4.610 -4.442 0.0437 -0.1092 -0.1692 0.036
N 3.285 5.907 -4.024 -0.1178 0.0752 -0.0959 -0.437
O 2.728 6.928 -4.384 -0.0204 0.0224 0.0256 0.049
O 4.295 5.873 -3.357 0.0139 -0.0401 0.0606 0.062
H 1.803 4.814 -5.027 -0.0289 0.0463 0.0389 0.075
H 3.437 4.088 -5.029 0.0835 -0.0368 0.1316 0.105
H 2.437 4.054 -3.545 0.0776 -0.0152 0.0216 0.095
C -3.371 -7.320 1.102 -0.1428 0.0061 -0.0719 0.047
N -2.314 -6.273 1.065 -0.0115 0.1007 -0.0064 -0.431
O -2.413 -5.401 0.232 0.0273 0.0006 -0.0357 0.087
O -1.424 -6.373 1.884 -0.0499 -0.1504 -0.2504 0.049
H -4.093 -7.104 0.324 0.0210 0.0432 -0.0150 0.091
H -2.886 -8.277 0.937 0.0279 -0.0051 0.0836 0.097
H -3.829 -7.282 2.086 0.0643 -0.0391 0.0356 0.100
C 0.111 -3.786 8.285 0.1048 -0.1525 0.1028 0.040
N -1.042 -4.218 7.447 0.0460 -0.0322 0.0664 -0.446
O -1.349 -5.402 7.479 0.0246 -0.0258 -0.0451 0.024
O -1.600 -3.374 6.794 -0.0939 0.0155 0.0189 0.082
H 0.484 -4.658 8.810 -0.0252 -0.0303 -0.0339 0.088
H 0.864 -3.362 7.627 -0.1031 0.1400 -0.0329 0.103
H -0.256 -3.035 8.976 0.0295 0.1274 -0.1101 0.085
C 1.301 -7.830 -8.171 0.1695 -0.0108 0.0474 0.041
N 0.354 -8.974 -8.063 0.0522 0.0125 -0.0072 -0.457
O 0.819 -10.084 -7.908 -0.0095 -0.0252 0.0007 0.060
O -0.828 -8.715 -8.140 -0.0344 0.0023 -0.0091 0.058
H 2.311 -8.212 -8.087 -0.0155 -0.0567 0.0056 0.094
H 1.137 -7.362 -9.137 -0.0810 0.0651 0.0386 0.101
H 1.077 -7.137 -7.367 -0.0718 0.0603 -0.0652 0.085
C -0.717 7.270 -4.288 0.0981 0.0041 -0.1371 0.059
N -0.877 6.064 -3.430 0.1007 -0.0248 -0.0950 -0.410
O -0.140 5.119 -3.636 -0.1218 0.0924 0.0800 0.061
O -1.735 6.109 -2.579 0.0224 -0.0959 -0.1658 0.066
H 0.085 7.087 -4.993 0.0432 -0.0418 0.0508 0.080
H -1.664 7.434 -4.794 -0.0520 0.0417 0.0960 0.102
H -0.479 8.103 -3.633 -0.0944 0.0149 0.0476 0.107
C 4.482 6.853 0.039 0.1478 0.0139 -0.1589 0.036
N 4.338 5.694 0.962 0.0028 0.0099 -0.0219 -0.457
O 5.059 4.736 0.780 0.0261 -0.0222 0.0176 0.069
O 3.506 5.796 1.837 -0.0031 0.0106 0.0310 0.067
H 5.254 6.625 -0.685 -0.0180 -0.0648 -0.0061 0.084
H 3.525 7.007 -0.449 -0.0381 0.0376 0.0730 0.096
H 4.751 7.713 0.644 -0.1068 0.0188 0.0292 0.095
```
Forces are in eV/Å.

---

Entry 2:
This record from the Open Molecules 2025 dataset describes 16 unconnected molecules or ions with the total composition C21H43B3Cl31IO3 at a distorted geometry. The level of theory is ωB97M-V/def2-TZVPD.

As for the HOMO energy: -0.34111 hartree. Its total charge is 0. The value obtained for the lowest unoccupied orbital energy is 0.2 eV. The energy above the lowest of the compared OMol25 structures with the same formula, charge and spin is 0.858 eV.

XYZ file:
```
102
Properties=species:S:1:pos:R:3:forces:R:3:lowdin_charge:R:1
C -0.022 -4.219 0.249 0.3529 -0.1175 0.0367 -0.204
C 1.152 -4.877 1.006 -0.4224 0.0054 -0.3749 -0.715
I 2.381 -3.341 1.879 0.1382 -0.0369 0.0457 0.970
C 1.969 -5.774 0.074 -0.1689 -0.1675 0.2182 -0.129
B 3.220 -6.548 0.621 0.0846 -0.2860 0.7021 -0.571
O 3.315 -7.935 0.486 -0.1032 0.3263 -0.9869 0.250
B 4.423 -8.289 -0.270 0.2074 0.0349 0.4370 -0.302
O 5.562 -7.511 -0.179 -0.3667 0.1728 -0.2377 0.251
B 5.541 -6.304 0.528 0.1489 -0.2601 0.4246 -0.531
C 6.819 -5.409 0.601 0.1307 -0.3809 -0.1637 -0.082
C 6.847 -4.383 -0.549 -0.0675 0.3034 0.3063 -0.258
C 5.737 -3.340 -0.510 -0.1586 -0.2250 -0.5774 -0.581
Cl 5.902 -2.240 0.882 0.0536 0.1128 0.1781 0.551
O 4.345 -5.910 1.104 -0.0160 0.1314 -0.7148 0.244
H 0.192 -4.238 -0.826 -0.0663 0.1025 0.1111 0.067
H -0.926 -4.806 0.413 0.0021 0.1957 0.0139 0.005
H -0.192 -3.185 0.554 -0.1432 -0.1698 0.0453 0.010
H 0.754 -5.470 1.833 0.2274 0.2650 0.1037 0.079
H 2.323 -5.164 -0.771 -0.0335 -0.0672 0.0875 0.087
H 1.275 -6.516 -0.349 0.0391 0.1471 -0.0131 0.108
H 4.369 -9.204 -1.028 0.1097 -0.0905 0.2086 0.115
H 7.685 -6.068 0.458 -0.0286 0.1540 0.1657 0.115
H 6.916 -4.916 1.573 -0.0404 0.0406 -0.1581 0.100
H 6.773 -4.906 -1.512 0.0880 0.1104 0.0843 0.124
H 7.799 -3.842 -0.509 -0.0634 -0.1738 -0.2068 0.084
H 4.731 -3.772 -0.459 0.2008 0.0406 0.1577 0.036
H 5.773 -2.722 -1.411 0.0261 0.0142 0.1981 0.072
C 1.844 -1.710 -1.792 -0.0291 0.0118 -0.0379 -1.062
Cl 2.491 -3.062 -2.746 0.0010 0.0049 -0.0146 0.528
Cl 2.949 -0.338 -1.742 0.0785 0.0014 0.0233 0.520
H 0.916 -1.385 -2.246 0.0141 -0.0328 -0.0378 0.020
H 1.688 -2.063 -0.782 0.0177 -0.0047 0.0834 -0.069
C 0.870 0.978 1.510 0.0173 0.0014 -0.0700 -1.002
Cl -0.079 0.058 0.335 -0.1408 -0.0233 -0.0672 0.526
Cl 1.404 2.531 0.850 0.0459 -0.0328 0.0035 0.520
H 0.228 1.174 2.358 0.0830 0.0187 -0.0272 -0.069
H 1.737 0.389 1.787 0.0233 0.0143 -0.0486 0.026
C -1.588 -7.986 0.146 0.0389 -0.0131 -0.0306 -0.982
Cl -1.908 -6.761 -1.084 -0.0142 -0.3041 -0.1305 0.536
Cl -2.383 -7.579 1.677 -0.0007 -0.0080 -0.0352 0.545
H -1.975 -8.937 -0.199 -0.0369 0.0176 0.0164 0.027
H -0.519 -8.042 0.317 -0.0104 0.0331 0.0209 0.016
C -1.488 4.619 1.762 -0.0085 0.0012 -0.0632 -1.022
Cl -1.896 6.317 2.058 -0.0305 -0.0399 0.0796 0.535
Cl -2.326 3.530 2.874 0.0474 0.0694 -0.0624 0.491
H -1.779 4.368 0.748 -0.0194 0.0346 -0.0036 0.028
H -0.422 4.493 1.901 0.0265 0.0025 0.0125 -0.047
C -1.809 -0.858 3.869 -0.0616 -0.0824 -0.1290 -0.971
Cl -0.592 -1.998 3.276 -0.0812 0.0833 0.1668 0.459
Cl -1.078 0.680 4.356 -0.1485 -0.0832 0.2650 0.536
H -2.508 -0.665 3.062 0.0138 0.0429 0.0052 0.028
H -2.313 -1.282 4.729 0.0581 -0.0398 0.0094 0.026
C 3.687 5.834 0.860 0.0327 -0.0636 -0.0504 -1.016
Cl 1.994 5.994 1.364 -0.0224 0.0491 0.0365 0.510
Cl 4.432 7.400 0.543 -0.0025 -0.0022 -0.0023 0.524
H 4.229 5.343 1.659 -0.0137 0.0232 0.0147 0.028
H 3.713 5.248 -0.051 -0.0163 0.0179 -0.0058 0.000
C -6.452 3.269 2.634 0.1029 -0.1023 0.1437 -0.946
Cl -5.490 1.882 3.154 -0.0703 -0.0719 0.0344 0.506
Cl -5.735 4.088 1.237 1.6418 -1.6672 1.2343 0.646
H -7.438 2.919 2.356 0.0020 0.0026 -0.0440 0.035
H -6.500 3.977 3.453 0.0344 0.0220 -0.0228 0.038
C -0.430 7.983 -0.682 0.0824 0.0138 0.0068 -1.048
Cl -1.467 6.940 -1.662 -0.0923 0.0092 0.0329 0.483
Cl -0.152 9.553 -1.451 0.0028 -0.0032 -0.0127 0.511
H -0.915 8.146 0.272 -0.0105 0.0229 -0.0426 -0.023
H 0.526 7.489 -0.556 0.0001 0.0062 -0.0280 -0.042
C -7.376 5.705 -0.318 -0.5202 0.6289 -0.4084 -1.109
Cl -9.096 5.912 0.043 -0.1753 0.0102 -0.0083 0.499
Cl -6.581 7.228 -0.729 -0.0073 0.0939 0.0493 0.497
H -6.894 5.295 0.561 -1.0331 1.0715 -0.8435 -0.180
H -7.285 5.036 -1.165 -0.0133 -0.0227 -0.0480 0.028
C 1.142 5.081 -3.820 -0.0826 0.0475 -0.0481 -1.012
Cl 1.517 5.084 -2.092 0.0763 -0.0406 0.1044 0.506
Cl 2.577 5.312 -4.823 -0.0007 -0.0009 0.0077 0.516
H 0.700 4.123 -4.066 0.0220 -0.0067 0.0095 0.028
H 0.451 5.895 -4.009 0.0109 0.0070 0.0158 0.001
C -3.988 8.153 -4.924 -0.0027 0.0614 0.0595 -1.023
Cl -5.054 7.819 -3.554 0.1333 -0.0230 -0.0333 0.457
Cl -2.626 7.025 -4.993 0.0113 -0.0499 -0.1159 0.486
H -4.560 8.057 -5.839 -0.0206 -0.0210 -0.0010 -0.011
H -3.592 9.155 -4.812 0.0131 -0.0159 0.0130 0.031
C 9.538 -2.124 2.454 -0.0728 -0.0015 0.0439 -1.026
Cl 10.091 -3.512 1.505 -0.0255 -0.0035 -0.0018 0.514
Cl 10.679 -0.777 2.395 -0.0049 0.0064 0.0039 0.505
H 8.588 -1.792 2.054 0.0035 -0.0103 -0.0751 -0.016
H 9.433 -2.440 3.485 0.0502 -0.0094 -0.0004 0.025
C -4.940 -3.836 0.044 -0.0010 -0.0370 0.0437 -1.007
Cl -4.660 -3.888 1.790 0.0095 -0.0056 0.0139 0.498
Cl -3.428 -3.716 -0.862 -0.0407 0.1742 -0.0594 0.507
H -5.439 -4.752 -0.249 0.0167 -0.0072 0.0129 0.025
H -5.546 -2.968 -0.183 0.0203 0.0102 0.0114 0.023
C -7.956 8.957 -7.373 -0.0267 0.0066 0.0020 -1.014
Cl -7.308 8.952 -5.729 -0.0876 -0.0026 -0.0619 0.520
Cl -6.691 9.223 -8.582 -0.0012 -0.0017 -0.0098 0.500
H -8.408 7.992 -7.563 0.0160 -0.0007 -0.0002 0.024
H -8.683 9.755 -7.458 0.0269 0.0172 0.0035 0.024
C -2.581 -6.492 5.120 0.0299 -0.0461 0.0188 -1.035
Cl -4.341 -6.385 5.260 -0.0069 0.0035 -0.0156 0.502
Cl -1.832 -4.918 4.833 0.0210 0.0024 -0.0659 0.492
H -2.188 -6.895 6.046 -0.0249 0.0226 0.0152 0.026
H -2.345 -7.137 4.282 0.0011 0.0320 0.0542 -0.046
```
Forces are in eV/Å.

---

Number 1: frontier orbital gap 5.09 eV, DFT total energy -118881.06137 eV. Number 2: frontier orbital gap 9.45 eV, DFT total energy -426949.97629 eV.